13
Properties=species:S:1:pos:R:3:forces:R:3 method="wB97M-V/def2-TZVPD" relative_energy_ev=0.809 charge=+1 total_energy_ev=-6840.7768 lumo_ev=-3.5 orbital_gap_ha=0.40046
Cs -0.94177 -0.55893 1.65708 -0.109 -0.087 -0.111
C 0.46898 -2.64906 -1.52369 0.306 -0.241 -0.228
O -0.49647 -2.58047 -0.47124 -0.080 -0.064 0.185
H 1.27938 -3.35182 -1.31234 -0.126 0.001 0.229
H 0.00999 -2.96238 -2.46109 -0.059 0.227 -0.031
H 0.91255 -1.66200 -1.62597 -0.117 0.052 -0.108
H -1.00317 -3.39981 -0.46788 0.071 0.015 -0.043
C 0.12788 2.99762 0.72075 0.126 -0.383 0.252
O -0.93682 2.55926 1.56908 -0.438 -0.257 -0.118
H 0.73264 3.76774 1.19670 0.029 -0.014 -0.021
H 0.74214 2.12491 0.47913 0.325 0.225 -0.212
H -0.30043 3.39197 -0.19469 -0.145 -0.003 0.048
H -0.59492 2.32297 2.43416 0.217 0.529 0.158

=====

22
Properties=species:S:1:pos:R:3:forces:R:3 method="wB97M-V/def2-TZVPD" relative_energy_ev=0.897 total_energy_ev=-14571.7717 lumo_ev="0.4 / -2.5" spin_multiplicity=2 orbital_gap_ha="0.37363 / 0.26809"
O 0.35266 -1.62301 0.47858 -0.087 -0.441 0.225
H 0.85465 -1.61978 -0.35218 -0.492 0.127 0.109
H -0.58573 -1.81886 0.33330 0.408 0.057 -0.210
O 0.65251 1.07238 1.34469 -0.479 0.699 0.461
H 0.36222 1.38440 0.46671 0.616 -0.437 0.720
H 1.58771 1.26526 1.42210 0.137 -0.115 -0.358
O 1.49246 -0.71382 -1.88445 0.750 0.182 -0.141
H 1.63101 -1.30296 -2.62815 -0.417 0.437 -0.449
H -1.89838 1.88101 0.57899 2.076 2.467 -2.417
O -0.08646 0.70719 -1.16869 -1.417 1.144 0.037
H -1.41250 2.44618 0.00252 -2.267 -2.321 2.453
H 0.94100 0.14167 -2.00935 0.736 -1.864 -0.604
O -1.59159 -0.52927 2.18412 -0.453 -0.035 -0.251
H -1.79743 -0.60548 3.11318 0.220 0.053 0.288
H -0.64698 -0.33726 2.08556 0.152 0.185 0.009
O 3.04457 0.80073 -0.34872 0.218 0.335 -0.110
H 3.95441 0.66832 -0.07712 0.121 -0.044 -0.106
H 2.92523 0.34837 -1.20188 -0.023 -0.124 0.539
O -2.56655 -0.82873 -0.38432 0.149 -0.208 -0.841
H -3.19688 -0.28944 0.10480 0.028 -0.208 0.118
H -3.05105 -1.34008 -1.05343 0.023 0.409 0.398
H -0.96487 0.29319 -1.00626 0.000 -0.297 0.129

=====

15
Properties=species:S:1:pos:R:3:forces:R:3 method="wB97M-V/def2-TZVPD" relative_energy_ev=0.714 total_energy_ev=-7263.2090 lumo_ev=0.9 smiles=CNCN.O orbital_gap_ha=0.37113
C 0.28360 0.49241 -1.50384 0.120 0.385 -0.709
N -0.04475 0.65251 -0.07104 0.297 0.619 -1.413
C 0.72184 -0.24274 0.78279 1.028 -0.813 0.670
N 1.77829 0.33699 1.61739 -0.606 0.327 -0.182
H -0.04249 1.36338 -2.08455 -0.277 0.024 0.368
H 1.35836 0.47708 -1.68520 0.320 -0.347 0.050
H -0.15524 -0.35571 -2.03554 -0.020 -0.258 0.515
H 0.31031 1.59768 0.04964 -0.366 -0.049 0.821
H 1.26484 -0.98474 0.18253 -0.403 0.018 -0.178
H 0.06967 -0.80481 1.45171 -0.185 0.132 -0.087
H 2.46707 0.79239 1.03026 0.059 0.100 0.137
H 1.39938 1.01638 2.27536 0.154 -0.121 -0.180
O -2.43573 -1.26264 -0.54483 -0.489 0.547 -0.612
H -3.29966 -0.92585 -0.85225 0.571 -0.355 0.293
H -1.81382 -0.58622 -0.86555 -0.203 -0.208 0.506

=====

5
Properties=species:S:1:pos:R:3:forces:R:3 method="wB97M-V/def2-TZVPD" relative_energy_ev=2.911 total_energy_ev=-10339.4151 lumo_ev="-5.7 / -5.7" orbital_gap_ha="0.24781 / 0.24776"
N -0.44507 -0.09910 0.00691 -1.644 -0.369 -0.006
O -0.33176 -1.25226 0.00899 0.275 -0.986 -0.005
O -1.44247 0.63462 0.00022 -0.314 -0.177 0.001
O 0.44656 0.79875 0.01441 4.510 0.652 -0.011
F 2.48816 -0.00231 0.00175 -2.826 0.880 0.022

=====

74
Properties=species:S:1:pos:R:3:forces:R:3 method="wB97M-V/def2-TZVPD" relative_energy_ev=0.707 charge=+4 total_energy_ev=-124573.4650 lumo_ev="-12.4 / -16.7" spin_multiplicity=6 orbital_gap_ha="0.19357 / 0.08923"
Ir 0.41634 -0.22850 0.11112 -0.514 0.591 1.934
P 1.23128 1.77625 0.90250 1.135 2.409 1.318
P -1.53642 0.86734 -0.58784 -1.949 0.769 -0.176
P 1.29727 -0.08272 -1.88798 0.707 -0.521 -2.536
H 4.42939 -4.68921 1.92243 -0.027 0.718 -0.073
C 4.91899 -3.79961 1.48527 2.022 -2.863 1.036
C 4.36034 -2.61161 1.17732 -1.025 2.497 -0.440
H 3.28019 -2.46369 1.14777 0.136 0.001 -0.183
C 0.75022 2.31792 2.60279 -0.096 -0.163 0.103
C 1.03169 3.43587 0.10116 0.050 -0.136 -0.277
C 3.05972 1.74584 1.07577 0.111 0.080 -0.092
C -2.67963 -0.38389 -1.27712 -0.219 -0.017 -0.132
C -2.44203 1.64658 0.80478 -0.045 -0.143 -0.030
C -1.58278 2.21424 -1.85094 0.288 -0.064 -0.077
C 2.72945 -1.20750 -1.88695 0.400 -0.105 -0.364
C 1.87005 1.49767 -2.63359 0.105 -0.191 0.121
C 0.16681 -0.74339 -3.15955 0.450 -0.132 -0.217
H 6.00251 -3.92215 1.35234 -0.271 -0.097 -0.206
H 5.01854 -1.75321 0.97931 -0.321 -0.247 0.148
H 1.53241 2.00646 3.31021 -0.358 0.015 -0.088
H -0.22744 1.92230 2.91417 0.357 0.120 -0.020
H 0.71610 3.42196 2.61338 -0.036 -0.534 0.066
H -0.01071 3.78262 0.13929 0.319 -0.152 -0.037
H 1.41621 3.46402 -0.92578 -0.237 0.071 0.314
H 1.63280 4.12780 0.71417 -0.196 -0.258 -0.246
H 3.35766 1.06077 1.88341 -0.050 0.164 -0.265
H 3.38499 2.76382 1.34919 0.021 -0.411 -0.050
H 3.55647 1.45737 0.13698 -0.125 0.095 0.313
H -3.70814 0.00712 -1.26576 0.240 -0.159 -0.061
H -2.63050 -1.31349 -0.69886 -0.101 0.279 -0.224
H -2.39251 -0.63044 -2.30520 -0.155 0.191 0.205
H -3.38750 2.06965 0.43582 0.235 -0.103 0.089
H -1.85435 2.44807 1.26942 -0.102 -0.149 -0.204
H -2.66262 0.89407 1.56954 0.024 0.231 -0.106
H -2.57178 2.69207 -1.82555 0.151 -0.253 0.094
H -1.42265 1.83057 -2.86452 -0.038 0.058 0.237
H -0.83749 2.99094 -1.64992 -0.203 -0.228 -0.024
H 3.09784 -1.35150 -2.91044 0.075 0.009 0.161
H 2.42809 -2.17615 -1.47029 -0.074 0.174 -0.172
H 3.54221 -0.80520 -1.26881 -0.175 0.069 -0.188
H 2.32204 1.27945 -3.61243 -0.162 -0.016 0.224
H 2.63152 1.99100 -2.01743 -0.168 -0.161 -0.125
H 1.02836 2.18676 -2.78755 0.238 -0.276 0.047
H 0.75241 -0.97558 -4.05863 -0.269 0.052 0.038
H -0.60052 0.00172 -3.41364 0.303 -0.342 0.035
H -0.30050 -1.66149 -2.77724 0.098 0.275 -0.184
C 0.04864 -4.87848 -0.83790 -0.157 0.164 0.731
C 1.13149 -4.64062 0.03217 0.355 -0.140 0.062
C 2.41925 -4.93343 -0.40793 -0.809 0.463 0.629
C 2.63676 -5.50402 -1.64899 -0.239 -0.181 -0.581
C 1.57172 -5.63620 -2.54396 -0.115 -0.174 -0.323
C 0.29279 -5.29702 -2.15214 -0.383 0.045 -0.532
Se -1.75347 -4.71824 -0.26985 1.111 0.296 -0.517
H -2.02236 -4.25129 -1.64327 -0.622 -0.276 0.096
H 0.95369 -4.21535 1.01333 0.012 -0.128 0.027
H 3.25985 -4.69402 0.23309 -0.098 -0.378 -0.026
H 3.61582 -5.85187 -1.93991 0.169 0.111 -0.079
H 1.74272 -6.01183 -3.55147 -0.013 0.022 0.238
H -0.56141 -5.35490 -2.83019 0.436 -0.250 -0.054
N 0.56267 -1.57240 4.11684 0.606 0.353 -0.269
C 1.07053 -1.04515 2.97656 -1.312 -0.868 0.627
N 0.11828 -0.99324 2.04061 0.199 -0.137 -0.173
C -1.07360 -1.46257 2.61598 0.402 -0.062 0.469
C -2.37123 -1.55112 2.11814 -0.405 -0.278 -0.076
C -3.38687 -1.98653 2.98644 0.730 0.233 -0.577
C -3.08539 -2.34364 4.31419 0.708 0.019 0.110
C -1.77285 -2.25939 4.81405 -0.853 -0.215 0.061
C -0.79564 -1.81662 3.94251 0.117 0.190 -0.392
H 1.10180 -1.76104 4.95406 -0.158 0.168 -0.005
H 2.10400 -0.73256 2.86769 -0.298 -0.053 -0.006
H -2.54455 -1.29397 1.07061 -0.212 -0.104 0.686
H -4.41704 -2.03776 2.62775 0.340 -0.040 0.152
H -3.89668 -2.70405 4.93857 0.210 0.119 0.096
H -1.51087 -2.50862 5.83746 -0.271 -0.049 -0.064

=====

15
Properties=species:S:1:pos:R:3:forces:R:3 method="wB97M-V/def2-TZVPD" relative_energy_ev=2.453 total_energy_ev=-6818.5417 lumo_ev=0.9 smiles="[H]/N=C1/CC1(C)C" orbital_gap_ha=0.34502
H -1.43578 0.97081 2.30758 0.068 0.088 -1.311
N -1.90140 0.67580 1.42143 -1.093 0.294 1.428
C -1.21558 0.39824 0.42957 2.877 -1.215 -0.371
C -1.12396 -0.51211 -0.70367 -0.473 0.806 -1.307
C 0.19740 -0.00246 -0.12741 -1.744 0.352 0.738
C 0.93024 1.10909 -0.90535 -2.676 0.134 -0.669
C 0.89739 -1.14294 0.63689 0.540 3.603 1.201
H -1.41111 -1.51953 -0.48285 -0.073 -0.524 0.205
H -1.30508 -0.27855 -1.74436 -0.335 0.374 -0.042
H 1.72572 1.42343 -0.29857 1.304 0.709 0.505
H 0.24741 2.01077 -1.15621 0.889 -1.391 0.870
H 1.23231 0.80866 -1.89901 0.589 -0.458 -0.128
H 1.32354 -1.80004 -0.07854 0.298 -1.080 -0.250
H 0.13930 -1.50038 1.33781 0.391 -0.718 -0.292
H 1.69959 -0.64082 1.26269 -0.562 -0.975 -0.576

=====

24
Properties=species:S:1:pos:R:3:forces:R:3 method="wB97M-V/def2-TZVPD" charge=+1 total_energy_ev=-55649.3754 lumo_ev=-3.7 orbital_gap_ha=0.30988
C 1.10184 0.49084 0.61463 -1.631 1.203 -1.652
C 0.89432 1.53746 -0.23937 1.016 0.317 2.066
C 0.19861 -0.69154 0.63254 -0.765 0.525 -3.575
C -0.93557 -0.22892 -1.22084 2.464 1.936 1.590
C 1.72716 2.84379 -0.14624 -3.956 0.280 -1.546
C 0.93214 -1.91606 0.22809 -0.041 -0.286 -1.159
C -0.79151 -0.76513 1.74765 -2.148 1.668 -2.091
N -2.28320 -0.23933 -0.70181 -1.909 -4.868 -0.609
S -0.45058 1.58070 -1.37488 0.145 -1.568 0.003
S -0.69295 -1.30194 -2.56228 -1.356 -1.513 0.361
Cl 2.40195 0.30446 1.70283 0.530 0.679 0.377
Cl -1.96917 -2.13893 1.47833 0.160 0.196 0.483
H 1.41622 3.46131 0.71445 -0.021 -0.234 -0.528
H 1.66264 3.40207 -1.11916 -0.036 -0.313 1.066
H 2.67717 2.55427 -0.02103 3.723 -0.854 0.564
H 1.21285 -1.88025 -0.89006 -0.421 -0.138 1.746
H 0.34054 -2.79453 0.45445 0.140 -0.356 -0.256
H 1.84479 -1.93246 0.80771 0.322 -0.348 0.013
H -1.34654 0.22477 1.94595 0.684 -1.602 -0.387
H -0.30322 -1.02896 2.59783 1.411 -0.684 2.726
H -2.24137 0.45134 -0.06224 -0.144 2.789 3.394
H -2.44519 -1.22055 -0.17239 0.229 2.126 -0.764
H -3.16210 -0.04073 -1.18875 0.470 -0.048 -1.257
H 0.21118 -0.67169 -3.22543 1.133 1.095 -0.565

=====

108
Properties=species:S:1:pos:R:3:forces:R:3 method="wB97M-V/def2-TZVPD" charge=+2 total_energy_ev=-163044.4946 lumo_ev="-6.2 / -7.4" spin_multiplicity=6 orbital_gap_ha="0.20584 / 0.21368"
Ir 14.99442 17.77644 10.56124 1.039 -0.700 0.254
S 17.40772 17.48915 10.52046 -0.587 0.585 0.547
C 17.65521 15.80571 10.07576 -1.486 1.172 -0.233
N 18.78542 15.17735 10.22044 2.018 -0.976 0.887
C 18.97926 13.70638 10.03077 -0.500 0.641 0.104
C 17.60862 13.06288 10.00427 0.682 -0.150 0.003
N 16.71566 13.87233 9.20575 -0.339 -0.079 -1.343
C 15.85970 13.19929 8.22815 -0.239 -1.402 0.218
C 16.60032 12.00096 7.60930 -0.372 0.880 0.558
C 16.20708 10.71115 7.94436 -0.607 0.390 0.768
C 17.00157 9.63958 7.62703 1.144 -1.092 -0.536
C 18.18243 9.85126 6.88429 -1.117 0.806 0.810
C 18.57544 11.16001 6.56589 -0.172 -1.678 -0.397
C 17.78718 12.23235 6.91057 -0.360 -0.466 0.203
C 16.59997 15.18703 9.44734 -1.727 -0.988 -0.086
S 14.92952 15.89112 9.23446 0.796 -0.053 -0.029
C 19.98001 15.89458 10.66823 0.086 0.472 -1.664
C 20.56107 15.33384 11.92710 -1.494 1.122 -0.602
C 21.90488 15.28874 12.04019 1.528 0.059 -0.072
C 22.46467 15.02847 13.28152 1.305 -0.901 -0.620
C 21.66711 14.65316 14.33270 0.562 0.548 1.251
C 20.29367 14.75477 14.21591 -0.977 -0.754 0.694
C 19.73215 15.10842 13.01964 0.266 -0.103 -0.330
H 19.57253 13.31812 10.88725 -0.264 0.341 -0.686
H 19.49821 13.57613 9.07901 0.143 -0.141 0.107
H 17.20672 13.06383 11.00246 -0.167 -0.277 0.649
H 17.67132 12.03362 9.60667 -0.114 0.672 0.313
H 15.55548 13.86141 7.44800 -0.006 0.797 -0.386
H 14.94272 12.91214 8.77140 0.197 -0.340 -0.391
H 15.30565 10.55963 8.55988 0.446 0.125 -0.386
H 16.76831 8.62262 7.99261 -0.033 0.702 -0.454
H 18.76583 9.01415 6.57543 0.426 -0.375 -0.074
H 19.47480 11.22974 5.98043 0.230 0.506 -0.064
H 18.12434 13.20879 6.63527 -0.074 0.648 0.014
H 19.61974 16.94045 10.75747 0.776 -0.507 0.295
H 20.70209 15.88619 9.78836 -0.570 -0.074 1.159
H 22.53169 15.45490 11.15776 -0.138 0.083 0.415
H 23.55922 14.96524 13.34259 -0.534 0.125 0.213
H 22.14214 14.40110 15.28836 -0.344 -0.020 -0.405
H 19.59391 14.49165 15.01936 0.635 0.170 -0.070
H 18.66494 15.16970 12.92872 -0.422 0.130 -0.079
F 13.26190 16.27706 12.35816 -1.956 -1.142 0.328
C 14.33736 16.97762 12.52264 2.810 0.978 -1.076
F 14.20575 17.82913 13.54259 -0.482 0.242 0.139
F 15.34105 16.13100 12.89142 -0.179 -0.252 0.132
C 12.45600 25.70366 7.91953 0.792 -0.673 0.153
C 12.71007 25.64390 9.41048 -0.085 0.156 0.937
S 13.37129 24.07084 9.90280 0.773 -0.063 -2.618
O 13.45256 23.89405 11.29866 -0.264 -0.088 2.556
O 12.71264 23.05307 9.11310 -0.040 -0.186 0.172
C 15.08606 24.19872 9.34282 -0.801 0.325 0.586
C 16.02011 23.20015 10.02238 0.820 0.560 -1.344
N 15.68894 21.82453 9.63487 0.682 -0.469 0.189
C 15.31596 20.80682 10.44107 -0.246 0.751 0.520
N 15.08796 19.71071 9.69524 0.613 0.404 0.830
C 15.43336 20.00694 8.41573 -0.428 -1.098 -1.016
C 15.81805 21.28689 8.36716 0.281 1.783 -0.592
N 16.17262 22.07041 7.15127 0.059 -0.129 0.179
O 16.79660 23.11476 7.18342 -0.051 -0.324 1.134
O 15.79460 21.57179 6.12783 -0.407 -0.813 -0.641
C 15.19975 20.88134 11.95662 -0.591 -1.057 -1.341
H 11.83911 26.54537 7.66159 -0.130 0.334 -0.151
H 12.00451 24.76802 7.57139 -0.056 0.364 0.056
H 13.45208 25.78967 7.47032 -0.382 0.169 -0.447
H 11.86593 25.79886 10.06838 -0.707 -0.258 -0.070
H 13.39987 26.39796 9.78738 0.297 0.036 -0.231
H 15.33993 25.23032 9.59334 0.419 -0.155 0.046
H 15.04615 24.11891 8.26944 0.249 -0.072 -0.302
H 16.01122 23.27446 11.08831 -0.249 0.019 0.614
H 17.05525 23.44155 9.67025 -0.835 -0.391 0.311
H 15.30969 19.28576 7.60892 0.206 0.342 0.304
H 16.15392 20.73998 12.46281 -0.061 -0.051 -0.060
H 14.46808 20.10484 12.20777 0.538 -0.260 0.266
H 14.68875 21.75450 12.29076 0.013 1.075 0.053
C 13.12271 19.89388 6.07445 0.822 0.290 -0.674
C 13.00180 18.50833 6.19166 -0.094 0.840 -0.009
C 12.44192 17.97865 7.34198 0.179 -0.896 -0.507
C 11.99243 18.78555 8.36771 0.222 0.763 1.217
C 12.14505 20.19767 8.24050 -0.800 -0.635 -0.274
C 12.72076 20.74354 7.11383 -0.419 -0.722 -0.532
Ge 11.45225 17.87829 10.01278 0.000 0.504 -1.348
C 11.40192 18.86562 11.63162 -0.086 -0.710 -0.160
C 11.01370 18.26224 12.84300 0.435 0.082 -0.241
C 11.13864 19.00828 13.99424 -0.163 0.135 0.415
C 11.57268 20.35380 13.94191 -0.924 -0.109 1.460
C 11.92667 20.93852 12.76447 0.509 0.588 -1.907
C 11.87683 20.16321 11.59065 0.586 0.723 -0.423
C 10.72291 16.12021 9.76656 1.565 0.579 0.134
C 11.36029 15.10833 9.02880 -1.885 -1.163 0.290
C 10.74952 13.83614 9.03819 0.761 0.622 -0.140
C 9.61366 13.57754 9.81324 0.690 0.735 -0.471
C 9.01840 14.60822 10.49494 -1.036 0.663 1.126
C 9.58846 15.87927 10.50808 -0.494 -0.607 0.096
H 13.59883 20.34773 5.17569 -0.548 -0.509 0.718
H 13.30237 17.83553 5.40502 0.099 0.073 -0.190
H 12.34973 16.89347 7.36868 -0.059 0.319 0.196
H 11.63732 20.88181 8.89914 0.258 0.014 0.353
H 12.75238 21.81531 7.00204 0.127 0.077 0.005
H 10.72938 17.20924 12.81829 -0.089 0.350 0.390
H 10.88667 18.57254 14.96241 0.039 0.138 -0.299
H 11.51678 20.96691 14.86430 0.316 -0.589 -0.623
H 12.26812 21.98388 12.63791 -0.307 -0.676 0.491
H 12.26615 20.54327 10.61944 -0.405 0.009 1.122
H 12.22141 15.24355 8.40808 0.345 0.188 0.031
H 11.21420 13.07614 8.41329 -0.220 -0.098 0.295
H 9.18894 12.61326 9.90931 -0.233 -0.893 -0.256
H 8.09364 14.45360 11.08823 0.760 -0.053 -0.496
H 9.14818 16.66788 11.10170 -0.186 0.008 0.039